47
Properties=species:S:1:pos:R:3:forces:R:3:nbo_charge:R:1 method="wB97M-V/def2-TZVPD" total_charge=+1 e_tot_ha=-7241.92705 spin_multiplicity=2 e_above_lowest_kj_mol=48.4
Br -0.0707 -0.7608 3.1434 0.031 -0.147 0.245 0.1491
Br 0.8832 2.1891 4.1617 -0.032 -0.031 0.019 0.1250
Cr 0.8187 -0.0139 0.7466 0.400 0.122 0.142 1.3196
O -0.8417 3.2445 -0.4984 -0.170 0.047 0.112 -0.5351
O 2.5708 0.4628 1.8917 -0.241 0.177 -0.242 -0.7126
O 1.7258 -1.4364 -0.0698 -0.456 0.215 -0.233 -0.7594
O -0.0542 1.6311 0.8555 0.243 -0.230 -0.378 -0.7632
O 2.3418 -2.2725 -2.0692 0.029 -0.156 0.068 -0.5292
N -3.2513 -1.7191 -1.1277 -0.071 0.015 -0.008 -0.3952
N -1.0721 -0.7900 -0.1043 0.358 0.067 -0.110 -0.4369
N 1.9547 1.0097 -0.7405 -0.063 0.085 -0.119 -0.4243
C -0.0009 2.4486 -0.2060 0.098 -0.070 0.250 0.7780
C -3.5743 -0.7518 -0.0865 0.220 -0.048 0.006 -0.2476
C 1.2707 2.2981 -1.0286 0.058 -0.210 0.035 -0.3523
C -0.5411 0.9345 4.0214 0.091 0.017 -0.070 -0.4991
C 3.2928 1.5370 1.2496 0.005 -0.054 0.035 -0.0839
C -2.4704 -2.8087 -0.5535 0.070 0.146 0.034 -0.2477
C 2.0721 -1.3483 -1.3636 -0.068 0.023 0.176 0.7695
C -1.1608 -2.2715 0.0942 -0.242 0.026 -0.041 -0.2633
C 2.0554 0.0845 -1.8926 0.135 0.113 0.203 -0.3442
C 3.3333 1.2241 -0.2182 -0.077 -0.018 -0.011 -0.2517
C -1.1300 -0.5397 -1.5762 -0.302 -0.159 0.090 -0.2484
C -2.2730 -0.1550 0.5212 -0.212 -0.046 -0.227 -0.2600
C -2.4807 -1.0448 -2.1610 0.114 0.012 0.139 -0.2471
H -2.3009 -1.7344 -2.9854 -0.003 -0.010 0.004 0.2181
H 2.9625 0.2560 -2.4733 0.014 0.052 -0.027 0.2434
H -2.2072 0.9183 0.3615 -0.012 -0.027 0.001 0.2353
H -0.2842 -2.7326 -0.3494 0.104 0.037 -0.022 0.2331
H -1.0022 0.5290 -1.7555 0.032 0.005 0.036 0.2033
H 3.8387 2.0040 -0.7907 -0.003 0.034 -0.032 0.2325
H -0.8405 0.6375 5.0162 -0.070 -0.033 0.030 0.2521
H -2.2378 -0.3481 1.5880 0.065 0.034 0.081 0.2025
H 3.8904 0.2975 -0.3523 0.030 -0.044 -0.058 0.2194
H -1.3495 1.3543 3.4393 -0.001 0.050 -0.066 0.2453
H 1.9172 3.1349 -0.7638 0.032 0.049 -0.043 0.2427
H -1.1392 -2.4733 1.1663 -0.021 0.047 -0.028 0.2028
H 3.1380 -0.3164 1.9721 0.022 -0.023 0.043 0.5111
H -3.0674 -0.2104 -2.5426 -0.031 0.000 -0.021 0.2157
H 2.7377 2.4437 1.4798 -0.061 0.023 0.028 0.2105
H -2.2364 -3.5256 -1.3396 -0.013 -0.005 -0.019 0.2178
H 4.2960 1.6259 1.6600 0.019 -0.015 0.085 0.2243
H -3.0851 -3.3166 0.1886 0.000 -0.029 0.005 0.2154
H -0.3151 -1.0951 -2.0281 0.096 -0.010 -0.030 0.2094
H 1.0233 2.3977 -2.0825 0.038 -0.028 -0.059 0.2518
H -4.1631 -1.2498 0.6836 -0.019 -0.009 -0.008 0.2115
H 1.2126 0.2149 -2.5603 -0.107 0.002 -0.024 0.2442
H -4.1862 0.0374 -0.5209 -0.031 0.004 0.008 0.2176